Density functional theory data (ωB97M-V/def2-TZVPD) for 2 unconnected molecules or ions with the total composition C5H16N2O.

CARTESIAN COORDINATES (ANGSTROEM)
C (-0.516, 0.506, 2.227)
C (-0.752, 0.032, 0.730)
C (0.149, 0.890, -0.249)
C (0.304, 0.061, -1.508)
N (-0.878, -0.507, -2.185)
C (-0.969, -2.032, -2.074)
N (-1.930, 0.497, 2.865)
H (-0.001, -0.129, 2.987)
H (-0.117, 1.569, 2.271)
H (-0.590, -1.061, 0.667)
H (-1.843, 0.103, 0.467)
H (-0.242, 1.913, -0.344)
H (1.169, 0.855, 0.233)
H (0.646, 0.855, -2.284)
H (1.065, -0.748, -1.544)
H (-1.741, -0.258, -1.734)
H (-1.999, -2.281, -2.133)
H (-0.319, -2.474, -2.965)
H (-0.574, -2.496, -1.099)
H (-1.945, 1.388, 3.319)
H (-2.536, 0.711, 2.077)
H (4.225, 1.448, 0.549)
H (4.999, 0.616, -0.506)
O (4.394, 0.543, 0.234)

Forces on the atoms, in the same order (eV/Å):
C -2.40 0.23 0.46
C 0.63 0.59 1.12
C 0.16 -3.15 1.95
C 0.59 2.16 -3.70
N -0.49 -2.35 1.07
C 3.12 0.39 -0.78
N 1.02 0.65 -1.11
H 0.47 0.24 -1.45
H -0.18 -1.32 -0.26
H 0.48 0.57 -0.19
H 0.96 0.35 0.32
H 0.22 -0.42 -0.23
H -0.94 0.65 -0.52
H 0.15 -1.32 0.96
H -0.25 0.73 0.77
H -0.12 0.85 0.19
H -0.84 -0.50 -0.48
H -1.60 0.62 1.86
H -0.36 0.86 -1.23
H -0.32 0.45 1.09
H -0.27 -0.30 0.15
H 0.22 -0.51 -0.31
H 0.08 0.16 -0.09
O -0.33 0.35 0.40

The value obtained for the HOMO-LUMO gap is 9.4 eV. The calculation puts the total energy at -384.76809 Ha. As for the energy relative to the best compared isomer or geometry (same formula, charge and spin): 2.4489 eV. As for the largest force on an atom: 0.0841 Eh/bohr. The HOMO energy comes out at -0.3191 Ha.



Density functional theory data (ωB97M-V/def2-TZVPD) for a molecular structure, C31H31N5OPdS2Si2.

CARTESIAN COORDINATES (ANGSTROEM)
Pd (0.110, -0.047, 0.257)
C (2.325, 2.512, 1.604)
Si (0.921, 1.226, 2.017)
C (-0.409, 2.206, 3.043)
C (1.736, -0.027, 3.244)
C (2.624, 0.367, 4.233)
C (3.229, -0.564, 5.063)
C (2.929, -1.907, 4.918)
C (2.031, -2.306, 3.941)
C (1.437, -1.383, 3.094)
Si (0.187, -1.861, 1.704)
C (0.802, -3.540, 0.950)
C (-1.393, -2.332, 2.733)
H (2.301, 3.344, 2.300)
H (2.199, 2.908, 0.603)
H (3.303, 2.043, 1.658)
H (-0.004, 2.504, 4.006)
H (-1.289, 1.593, 3.212)
H (-0.729, 3.099, 2.515)
H (2.858, 1.418, 4.354)
H (3.940, -0.247, 5.819)
H (3.394, -2.644, 5.563)
H (1.798, -3.356, 3.831)
H (0.786, -4.331, 1.695)
H (1.815, -3.438, 0.577)
H (0.173, -3.844, 0.120)
H (-1.192, -3.136, 3.435)
H (-2.200, -2.637, 2.076)
H (-1.741, -1.472, 3.295)
S (-2.412, 0.056, 0.210)
C (-2.639, 1.708, -0.256)
C (-3.899, 2.257, -0.067)
C (-4.236, 3.534, -0.520)
C (-5.538, 3.999, -0.336)
N (-6.632, 4.344, -0.175)
C (-3.241, 4.314, -1.185)
C (-1.960, 3.778, -1.323)
C (-1.629, 2.505, -0.876)
S (-0.003, 1.970, -1.143)
C (-3.545, 5.569, -1.712)
N (-3.802, 6.600, -2.174)
H (-4.653, 1.659, 0.429)
H (-1.193, 4.363, -1.813)
C (5.638, -4.578, 1.021)
C (5.349, -4.388, -0.440)
C (4.070, -4.592, -0.948)
C (3.777, -4.403, -2.281)
C (4.784, -3.973, -3.163)
N (4.557, -3.788, -4.529)
C (3.407, -3.440, -5.193)
O (3.250, -3.737, -6.379)
N (2.451, -2.755, -4.494)
C (2.611, -1.977, -3.341)
C (3.839, -1.348, -3.034)
C (3.908, -0.648, -1.834)
C (2.806, -0.567, -1.015)
N (1.608, -1.108, -1.341)
C (1.542, -1.795, -2.477)
C (6.083, -3.824, -2.668)
C (6.359, -4.019, -1.335)
H (4.725, -4.504, 1.606)
H (6.334, -3.818, 1.376)
H (6.082, -5.559, 1.209)
H (3.287, -4.912, -0.275)
H (2.781, -4.587, -2.651)
H (5.303, -4.069, -5.151)
H (1.556, -2.714, -4.961)
H (4.672, -1.387, -3.718)
H (4.829, -0.158, -1.546)
H (2.849, -0.044, -0.064)
H (0.579, -2.240, -2.707)
H (6.872, -3.535, -3.351)
H (7.368, -3.879, -0.971)

Forces on the atoms, in the same order (eV/Å):
Pd -0.71 0.53 0.30
C -0.57 -0.47 0.20
Si 0.05 -0.59 -0.17
C 0.60 -0.43 -0.49
C -0.24 0.70 -0.18
C 0.13 -0.02 0.24
C 0.22 0.07 0.22
C 0.17 -0.18 0.19
C 0.08 -0.08 0.13
C -0.33 -0.49 -0.37
Si 0.19 0.78 0.55
C -0.21 0.55 0.31
C 0.62 0.11 -0.60
H 0.08 0.28 0.25
H -0.16 0.06 -0.19
H 0.25 -0.16 0.08
H 0.16 0.10 0.26
H -0.13 -0.19 -0.02
H -0.05 0.19 -0.20
H 0.06 0.15 0.04
H 0.02 0.02 0.04
H 0.06 -0.03 0.05
H -0.03 -0.22 0.03
H 0.00 -0.25 0.21
H 0.26 0.12 -0.08
H -0.20 -0.05 -0.19
H 0.13 -0.25 0.16
H -0.26 -0.08 -0.18
H -0.03 0.27 0.06
S -0.23 -0.08 -0.18
C 0.40 -0.72 -0.18
C -0.54 0.78 -0.16
C 1.82 -0.35 -0.37
C -1.85 0.64 0.25
N 0.55 -0.12 -0.08
C -0.20 -1.53 0.82
C -0.36 0.24 -0.03
C -0.04 -0.03 0.05
S 0.31 -0.31 0.21
C -0.42 1.57 -0.69
N 0.14 -0.38 0.21
H 0.02 0.01 -0.06
H -0.01 0.04 -0.01
C 0.01 -0.06 -0.01
C 0.29 0.12 -0.31
C 0.14 -0.02 0.27
C 0.58 0.11 -0.66
C 0.02 -0.83 1.01
N 0.34 0.06 -0.42
C -0.31 -0.18 -0.80
O 0.12 0.16 0.66
N -0.30 -0.28 -0.34
C 1.25 0.95 0.41
C -1.36 0.13 0.23
C 0.41 -0.23 -0.66
C -0.92 -0.31 0.09
N 1.23 0.14 -0.28
C -0.12 0.02 0.34
C -0.41 0.11 -0.59
C -0.36 -0.21 0.63
H -0.03 0.03 0.07
H 0.02 0.01 0.07
H 0.01 0.02 0.02
H -0.11 0.04 0.02
H -0.10 0.02 -0.01
H -0.26 0.01 0.03
H 0.20 0.02 -0.04
H 0.07 -0.05 -0.01
H 0.00 0.00 0.03
H -0.18 -0.08 -0.12
H -0.07 0.00 -0.04
H 0.05 0.08 -0.05
H 0.06 0.03 0.02

The value obtained for the HOMO-LUMO gap is 3.9 eV. The calculation puts the total energy at -3052.34913 Ha. As for the energy relative to the best compared isomer or geometry (same formula, charge and spin): 1.6000 eV. The total charge is -2. As for the largest force on an atom: 0.0383 Eh/bohr. The HOMO energy comes out at -0.0108 Ha.



Density functional theory data (ωB97M-V/def2-TZVPD) for a molecular structure, C6H22N4O9P2Re.

CARTESIAN COORDINATES (ANGSTROEM)
Re (0.302, 0.247, 0.162)
N (-1.155, -0.162, -1.823)
C (-2.609, -0.367, -1.748)
C (-3.241, 0.534, -0.691)
N (-2.871, 0.322, 0.673)
C (-2.896, -0.890, 1.432)
C (-2.010, -2.049, 0.963)
N (-0.564, -1.709, 0.946)
H (-0.742, -0.902, -2.387)
H (-0.965, 0.725, -2.290)
H (-3.074, -0.112, -2.710)
H (-2.826, -1.418, -1.568)
H (-3.027, 1.584, -0.921)
H (-4.342, 0.446, -0.792)
H (-3.159, 1.116, 1.244)
H (-2.641, -0.634, 2.466)
H (-3.933, -1.280, 1.471)
H (-2.178, -2.872, 1.665)
H (-2.304, -2.411, -0.019)
H (-0.203, -1.767, 1.911)
H (-0.088, -2.466, 0.443)
C (4.986, 2.796, -1.834)
C (3.732, 2.054, -1.543)
O (3.127, 1.378, -2.722)
P (2.309, 2.948, -0.702)
O (2.262, 4.274, -1.491)
O (2.619, 3.107, 0.809)
O (1.134, 2.041, -0.863)
P (3.119, -0.155, -1.658)
O (3.939, -1.194, -2.376)
O (3.901, 0.872, -0.747)
O (1.775, -0.565, -1.298)
H (4.769, 3.687, -2.424)
H (5.723, 2.191, -2.364)
H (5.452, 3.122, -0.903)
H (3.561, 1.566, -3.587)
H (1.629, 4.995, -1.377)
H (3.114, 3.847, 1.185)
H (4.887, -1.306, -2.546)
O (-0.805, 1.659, 2.435)
N (-0.415, 1.094, 1.519)
O (1.519, -0.661, 2.474)
H (2.351, -1.143, 2.559)
H (1.434, -0.167, 3.299)

Forces on the atoms, in the same order (eV/Å):
Re -1.01 0.09 -0.45
N 0.86 0.14 0.57
C -0.58 0.12 0.04
C 0.06 0.01 -1.29
N -0.92 0.25 0.25
C 0.43 -1.02 0.51
C -0.47 0.15 -0.16
N 0.91 0.41 -0.18
H -0.02 0.13 -0.18
H -0.05 -0.16 -0.24
H 0.02 -0.08 0.23
H 0.02 0.11 -0.09
H -0.07 -0.04 0.07
H 0.07 -0.03 0.30
H 0.28 0.22 0.16
H -0.10 0.07 -0.06
H 0.04 0.24 -0.11
H 0.05 0.10 -0.11
H 0.07 -0.02 0.10
H 0.06 0.09 -0.37
H -0.10 0.05 0.23
C 0.15 0.08 -0.12
C 0.00 1.37 0.45
O -0.20 -0.66 0.49
P 0.00 0.85 0.00
O 0.42 -0.61 0.05
O -0.06 -0.34 -0.40
O -0.60 -1.12 0.57
P 1.74 0.68 -1.11
O -0.80 -0.07 0.20
O -0.21 -1.01 -0.11
O -0.54 -0.42 0.17
H -0.06 0.08 -0.04
H -0.02 -0.16 -0.01
H -0.05 0.00 0.11
H -0.05 -0.32 -0.03
H -0.26 0.27 0.08
H 0.23 0.34 0.13
H 0.44 0.07 0.01
O -0.26 0.28 0.56
N 0.18 0.02 -0.44
O 0.22 -0.10 -0.12
H 0.08 -0.11 0.20
H 0.07 0.05 0.17

The spin multiplicity is 4. The value obtained for the HOMO-LUMO gap (spin up / spin down) is 8.4 / 6.6 eV. The calculation puts the total energy at -1897.48549 Ha. The total charge is +4. As for the expectation value of S²: 3.8780. As for the largest force on an atom: 0.0422 Eh/bohr. The HOMO energy (spin up / spin down) comes out at -0.7639 / -0.8041 Ha.



Density functional theory data (ωB97M-V/def2-TZVPD) for a molecular structure, C4H7CoO3.

CARTESIAN COORDINATES (ANGSTROEM)
H (1.435, 1.696, -0.946)
Co (1.348, 0.350, 3.762)
O (1.605, 0.045, 2.090)
C (1.532, 0.526, 0.971)
O (1.847, -0.085, -0.099)
C (1.743, 0.674, -1.331)
H (1.017, 0.162, -1.968)
H (2.741, 0.715, -1.771)
O (-0.730, 0.681, 0.549)
C (-1.099, -0.363, 0.050)
C (-2.517, -0.728, -0.205)
H (-0.344, -1.121, -0.257)
H (-3.207, 0.059, 0.117)
H (-2.637, -0.936, -1.279)
H (-2.733, -1.673, 0.317)

Forces on the atoms, in the same order (eV/Å):
H 0.23 -1.00 -1.41
Co -0.04 0.57 3.65
O 0.29 -1.41 -0.64
C 1.89 -0.05 -3.32
O -0.39 -0.09 2.82
C -0.22 2.42 -0.48
H 0.23 0.21 0.03
H -0.16 -0.16 -0.04
O -0.98 -1.37 -0.71
C -0.55 0.83 0.12
C -1.20 0.25 0.09
H 0.17 -0.05 -0.01
H 0.22 -0.05 -0.04
H 0.26 -0.03 -0.08
H 0.25 -0.08 0.00

The spin multiplicity is 6. The value obtained for the HOMO-LUMO gap (spin up / spin down) is 8.2 / 7.3 eV. The calculation puts the total energy at -1763.55436 Ha. The total charge is +3. As for the expectation value of S²: 8.7625. As for the largest force on an atom: 0.0742 Eh/bohr. The HOMO energy (spin up / spin down) comes out at -0.8665 / -0.9127 Ha.